# 1
An isolated ion of composition C7H16NOSi and charge +1 in a non-equilibrium geometry. Source: the Open Molecules 2025 dataset; level of theory: ωB97M-V with the def2-TZVPD basis set.

```
26
Properties=species:S:1:pos:R:3:forces:R:3:nbo_charge:R:1
C 3.0061 0.3979 -1.4775 1.711 -3.469 -1.592 -0.7583
C 2.4765 -0.0379 -0.1616 0.567 0.597 0.534 0.5721
O 2.8876 0.2603 0.9386 0.229 -0.188 -0.122 -0.5399
C 1.1789 -0.7271 -0.3000 -2.208 -0.249 -0.867 -0.1475
C 0.2090 0.5250 -0.6687 -0.596 -1.645 -2.245 -0.8428
Si -1.5203 0.2641 0.2749 1.719 0.150 0.236 1.5325
C -2.8368 -0.4406 -0.8516 1.050 0.365 -1.640 -1.1326
C -1.9501 1.8535 1.3539 -1.270 -2.807 -1.174 -1.0419
C -0.7412 -1.2861 1.2708 -1.836 1.092 -1.165 -0.6203
N 0.6594 -1.2654 1.0475 4.302 -0.499 -1.372 -0.5095
H 2.4116 0.0477 -2.3645 0.620 0.244 1.014 0.2368
H 4.1109 0.1555 -1.6549 -1.375 -0.856 0.509 0.2899
H 3.2160 1.3759 -1.5844 -0.381 3.977 0.159 0.2709
H 1.3142 -1.5867 -1.0161 -0.804 0.924 0.552 0.2497
H 0.8047 1.3476 -0.3275 -0.279 0.936 0.253 0.2425
H 0.0932 0.6792 -1.8546 0.224 -0.568 2.733 0.2778
H -2.4203 -1.0430 -1.7628 -0.716 0.506 2.120 0.2713
H -3.6255 -0.8801 -0.2631 -0.170 -0.754 -0.065 0.2633
H -3.3154 0.3813 -1.3719 -0.206 0.456 -0.029 0.2622
H -2.3277 2.5640 0.6350 -0.073 0.487 -0.034 0.2533
H -2.7843 1.5182 1.9915 0.053 0.328 -0.191 0.2488
H -1.2146 2.2484 1.9976 1.131 0.400 0.407 0.2539
H -1.0985 -2.2658 0.9925 -0.488 -0.072 -0.215 0.2407
H -0.8148 -1.1714 2.3005 -0.797 0.048 1.983 0.2371
H 1.2031 -0.7073 1.7242 -0.140 0.185 0.060 0.4554
H 1.0781 -2.2071 1.1322 -0.266 0.411 0.152 0.4344
```
Positions in Å, forces in eV/Å.

Results
E_tot, eV: -18926.666
Total charge: +1
LUMO energy, eV: -3.002



# 2
A 2-piece molecular cluster, C7H16O overall. Source: the Open Molecules 2025 dataset; level of theory: ωB97M-V with the def2-TZVPD basis set.

```
24
Properties=species:S:1:pos:R:3:forces:R:3:nbo_charge:R:1
C 1.9959 -0.4108 -0.4953 0.279 -0.140 0.082 -0.3985
C 0.6497 -0.9217 0.0224 -0.053 -0.229 0.135 -0.4059
C -0.4806 -0.5651 -0.9453 -0.245 -0.158 -0.038 -0.4036
C -0.5282 0.9428 -1.2005 -0.237 0.133 -0.061 -0.3995
C 0.8180 1.4537 -1.7182 0.020 0.223 -0.179 -0.3992
C 1.9484 1.0971 -0.7505 0.215 0.170 0.033 -0.3988
H 2.2339 -0.9275 -1.4450 -0.028 0.134 0.352 0.1944
H 2.7987 -0.6501 0.2284 -0.311 0.061 -0.364 0.2085
H 0.4422 -0.4533 1.0037 0.075 -0.160 -0.234 0.1866
H 0.6904 -2.0175 0.1744 -0.010 0.430 -0.011 0.2061
H -1.4511 -0.9149 -0.5438 0.371 0.092 -0.237 0.2091
H -0.3067 -1.0858 -1.9066 -0.127 0.127 0.338 0.1961
H -1.3310 1.1821 -1.9242 0.311 -0.069 0.369 0.2097
H -0.7662 1.4595 -0.2508 0.011 -0.128 -0.328 0.1905
H 1.0255 0.9853 -2.6996 -0.068 0.224 0.287 0.1929
H 0.7773 2.5495 -1.8702 0.031 -0.483 -0.006 0.2085
H 2.9189 1.4469 -1.1520 -0.410 -0.114 0.235 0.2090
H 1.7744 1.6178 0.2108 0.125 -0.130 -0.318 0.1920
C -2.3672 -0.5039 2.6774 -0.199 0.095 0.127 -0.2505
O -2.1996 -1.8833 2.3647 0.805 0.159 -0.400 -0.7219
H -3.3380 -0.4134 3.1929 0.443 -0.007 -0.232 0.1856
H -2.3885 0.1280 1.7735 -0.016 -0.178 0.214 0.1608
H -1.5760 -0.1305 3.3491 -0.222 -0.124 -0.161 0.1623
H -1.3402 -1.9849 1.9048 -0.759 0.072 0.396 0.4659
```
Positions in Å, forces in eV/Å.

Results
E_tot, eV: -9565.917
Total charge: 0
LUMO energy, eV: 0.944